[1]
{
  "formula": "C53H91AsN8NaO5PS2Si3",
  "method": "ωB97M-V with the def2-TZVPD basis set",
  "charge": 2,
  "lumo_energy_ev": -4.62,
  "gap_ev": 7.156,
  "molar_mass_g_mol": 1197.6,
  "homo_ev": -11.8,
  "elements": ["Na", "C", "N", "C", "C", "N", "C", "C", "C", "C", "C", "C", "N", "C", "N", "C", "C", "C", "C", "C", "C", "N", "H", "H", "H", "H", "H", "H", "H", "H", "H", "H", "H", "H", "H", "H", "H", "O", "S", "C", "C", "C", "C", "S", "O", "C", "C", "C", "C", "C", "C", "C", "C", "C", "C", "C", "C", "H", "H", "H", "H", "H", "H", "H", "H", "H", "H", "H", "H", "H", "H", "H", "H", "H", "H", "N", "C", "C", "C", "N", "C", "C", "N", "C", "H", "H", "H", "H", "H", "H", "H", "H", "H", "H", "H", "H", "H", "H", "H", "H", "C", "Si", "C", "C", "As", "Si", "C", "C", "C", "Si", "C", "C", "C", "H", "H", "H", "H", "H", "H", "H", "H", "H", "H", "H", "H", "H", "H", "H", "H", "H", "H", "H", "H", "H", "H", "H", "H", "H", "H", "H", "C", "C", "O", "P", "O", "C", "C", "O", "C", "C", "H", "H", "H", "H", "H", "H", "H", "H", "H", "H", "H", "H", "H", "H", "H"],
  "positions_angstrom": [[-0.178, -1.207, 0.789], [-2.149, -2.387, -1.727], [-0.955, -2.643, -0.943], [-0.091, -3.628, -1.570], [1.131, -3.875, -0.745], [1.631, -3.086, 0.168], [2.807, -3.713, 0.575], [3.760, -3.328, 1.514], [4.864, -4.138, 1.698], [5.030, -5.324, 0.969], [4.089, -5.731, 0.041], [2.987, -4.903, -0.136], [1.878, -4.993, -0.953], [-3.143, -1.605, -0.931], [-2.923, -0.967, 0.186], [-4.167, -0.449, 0.547], [-4.547, 0.296, 1.660], [-5.871, 0.670, 1.777], [-6.822, 0.312, 0.809], [-6.469, -0.438, -0.296], [-5.133, -0.811, -0.396], [-4.445, -1.554, -1.333], [-2.634, -3.318, -2.061], [-1.879, -1.824, -2.627], [-1.241, -3.007, -0.034], [0.233, -3.260, -2.550], [-0.603, -4.586, -1.742], [3.643, -2.418, 2.086], [5.620, -3.857, 2.420], [5.904, -5.936, 1.145], [4.209, -6.650, -0.518], [1.692, -5.713, -1.630], [-3.822, 0.571, 2.414], [-6.190, 1.249, 2.634], [-7.848, 0.631, 0.931], [-7.198, -0.721, -1.044], [-4.825, -1.954, -2.174], [-0.918, 1.481, 3.044], [-1.782, 1.567, 4.273], [-0.736, 1.029, 5.668], [-1.228, -0.297, 6.244], [-1.060, -1.503, 5.314], [-2.024, -1.548, 4.126], [-1.834, -3.121, 3.234], [-1.017, -2.825, 1.995], [-3.520, -3.335, 2.668], [-4.594, -3.216, 3.540], [-5.880, -3.416, 3.063], [-6.086, -3.750, 1.732], [-5.003, -3.914, 0.880], [-3.713, -3.714, 1.349], [-1.999, 3.292, 4.666], [-2.960, 3.635, 5.606], [-3.142, 4.973, 5.928], [-2.389, 5.951, 5.292], [-1.460, 5.597, 4.322], [-1.262, 4.259, 4.005], [-0.740, 1.820, 6.416], [0.257, 0.903, 5.224], [-2.273, -0.192, 6.548], [-0.659, -0.498, 7.152], [-1.205, -2.406, 5.910], [-0.029, -1.523, 4.946], [-1.796, -0.821, 3.343], [-3.062, -1.427, 4.431], [-4.445, -2.977, 4.586], [-6.721, -3.316, 3.735], [-7.092, -3.897, 1.363], [-5.162, -4.209, -0.149], [-2.859, -3.853, 0.699], [-3.560, 2.867, 6.079], [-3.885, 5.255, 6.662], [-2.550, 6.993, 5.529], [-0.914, 6.369, 3.792], [-0.621, 3.958, 3.189], [2.989, 3.656, 4.160], [3.518, 2.574, 3.233], [3.713, 1.299, 4.059], [3.476, 0.022, 3.230], [2.094, -0.446, 3.384], [3.928, 0.303, 1.795], [3.046, 1.337, 1.086], [1.907, 0.644, 0.471], [2.554, 2.425, 2.064], [2.067, 3.383, 4.515], [2.877, 4.547, 3.670], [3.610, 3.802, 4.960], [4.478, 2.959, 2.886], [3.021, 1.278, 4.907], [4.726, 1.290, 4.464], [4.117, -0.749, 3.660], [1.485, 0.053, 2.739], [2.035, -1.423, 3.115], [3.929, -0.605, 1.193], [4.961, 0.665, 1.828], [3.652, 1.826, 0.315], [2.282, -0.010, -0.213], [1.337, 1.312, -0.040], [1.555, 2.149, 2.428], [2.459, 3.379, 1.536], [-3.250, 3.514, -4.637], [-3.321, 2.394, -3.125], [-3.716, 3.391, -1.585], [-4.719, 1.161, -3.373], [-1.286, 1.256, -2.684], [-0.017, 3.183, -2.242], [-0.382, 4.734, -3.218], [-0.291, 3.562, -0.413], [1.824, 2.838, -2.446], [-0.751, 0.659, -4.914], [0.280, -0.921, -4.830], [-2.320, 0.171, -5.815], [0.139, 1.956, -5.928], [-3.656, 4.501, -4.402], [-3.849, 3.097, -5.448], [-2.237, 3.656, -5.011], [-4.785, 3.610, -1.546], [-3.179, 4.342, -1.564], [-3.454, 2.832, -0.683], [-5.409, 1.535, -4.133], [-5.276, 1.029, -2.444], [-4.363, 0.186, -3.703], [-1.422, 5.050, -3.122], [-0.173, 4.599, -4.281], [0.253, 5.545, -2.852], [-1.127, 4.251, -0.272], [0.605, 4.039, -0.001], [-0.512, 2.665, 0.174], [2.132, 2.951, -3.488], [2.103, 1.830, -2.128], [2.398, 3.560, -1.858], [0.202, -1.386, -3.844], [1.339, -0.744, -5.022], [-0.075, -1.631, -5.580], [-2.886, -0.575, -5.255], [-2.049, -0.275, -6.776], [-2.981, 1.016, -6.012], [0.900, 2.497, -5.360], [-0.567, 2.689, -6.323], [0.632, 1.476, -6.777], [4.869, 1.381, -3.946], [3.739, 0.495, -4.422], [3.863, -0.826, -3.884], [3.041, -1.282, -2.555], [3.034, -2.871, -2.821], [3.926, -3.654, -3.635], [3.117, -4.440, -4.641], [4.165, -1.101, -1.384], [5.496, -1.643, -1.509], [6.476, -0.767, -0.760], [4.764, 2.381, -4.369], [5.831, 0.976, -4.258], [4.861, 1.465, -2.857], [3.758, 0.388, -5.506], [2.770, 0.918, -4.142], [4.477, -4.314, -2.962], [4.636, -3.007, -4.146], [2.426, -5.125, -4.147], [3.783, -5.025, -5.275], [2.541, -3.764, -5.274], [5.768, -1.701, -2.563], [5.485, -2.654, -1.095], [7.496, -1.071, -0.996], [6.336, -0.848, 0.317], [6.352, 0.276, -1.056]]
}

[2]
{
  "formula": "C18H15I3O3RhS",
  "method": "ωB97M-V with the def2-TZVPD basis set",
  "charge": 1,
  "lumo_energy_ev": [-6.29, -6.21],
  "relative_energy_kj_mol": 127.55,
  "gap_ev": [4.986, 5.069],
  "molar_mass_g_mol": 795.0,
  "homo_ev": [-11.3, -11.3],
  "elements": ["Rh", "I", "C", "I", "H", "H", "I", "C", "C", "C", "C", "C", "C", "C", "C", "C", "C", "H", "H", "H", "H", "H", "H", "C", "C", "C", "C", "C", "C", "C", "S", "O", "O", "O", "H", "H", "H", "H", "H", "H", "H"],
  "positions_angstrom": [[0.696, 0.994, 0.945], [-0.763, 0.709, 3.157], [1.050, 1.013, 4.212], [2.517, 1.532, 2.779], [1.328, 0.078, 4.684], [0.913, 1.812, 4.930], [1.899, 1.595, -1.277], [2.673, -0.321, -1.348], [3.522, -0.678, -2.378], [3.956, -1.998, -2.497], [3.540, -2.935, -1.581], [2.692, -2.577, -0.515], [2.305, -3.547, 0.431], [1.491, -3.203, 1.484], [1.052, -1.890, 1.623], [1.352, -0.867, 0.707], [2.227, -1.236, -0.382], [3.844, 0.060, -3.102], [4.610, -2.279, -3.311], [3.863, -3.964, -1.667], [2.674, -4.560, 0.326], [1.201, -3.949, 2.212], [0.431, -1.670, 2.479], [-4.791, -0.474, -1.322], [-3.727, 0.532, -0.985], [-3.720, 1.181, 0.251], [-2.768, 2.140, 0.547], [-1.794, 2.461, -0.398], [-1.800, 1.844, -1.641], [-2.756, 0.876, -1.919], [-0.586, 3.684, 0.039], [0.351, 3.777, -1.076], [-1.259, 4.876, 0.438], [0.097, 3.019, 1.213], [-5.330, -0.797, -0.434], [-4.366, -1.352, -1.809], [-5.516, -0.039, -2.013], [-4.486, 0.944, 0.980], [-2.786, 2.667, 1.494], [-1.085, 2.149, -2.392], [-2.753, 0.391, -2.888]]
}

[3]
{
  "formula": "C26H54As3BrNPtSb",
  "method": "ωB97M-V with the def2-TZVPD basis set",
  "charge": 2,
  "lumo_energy_ev": -6.01,
  "relative_energy_kj_mol": 0.00,
  "gap_ev": 6.977,
  "molar_mass_g_mol": 1002.2,
  "homo_ev": -13.0,
  "elements": ["Pt", "C", "As", "C", "C", "C", "C", "C", "As", "C", "C", "C", "As", "C", "C", "H", "H", "H", "H", "H", "H", "H", "H", "H", "H", "H", "H", "H", "H", "H", "H", "H", "H", "H", "H", "H", "H", "H", "H", "H", "H", "H", "C", "C", "C", "C", "C", "Br", "N", "C", "H", "H", "H", "H", "H", "H", "C", "C", "C", "Sb", "C", "C", "C", "C", "C", "C", "H", "H", "H", "H", "H", "H", "H", "H", "H", "H", "H", "H", "H", "H", "H", "H", "H", "H", "H", "H", "H"],
  "positions_angstrom": [[0.366, 0.382, -0.003], [0.238, 1.074, 3.953], [0.040, -0.154, 2.467], [-1.572, -1.049, 3.059], [1.245, -1.644, 2.852], [2.766, -1.476, 2.759], [3.397, -2.679, 3.478], [3.246, -1.524, 1.308], [2.674, -0.131, 0.091], [3.653, -0.756, -1.454], [3.725, 1.436, 0.504], [3.217, -0.179, 3.448], [5.179, 0.142, 3.522], [5.044, 1.970, 4.203], [5.638, -0.716, 5.214], [0.351, 0.487, 4.864], [-0.679, 1.660, 4.022], [1.079, 1.749, 3.835], [-1.475, -1.191, 4.135], [-1.689, -2.011, 2.572], [-2.454, -0.440, 2.864], [0.921, -2.437, 2.171], [0.988, -1.968, 3.864], [2.985, -3.618, 3.102], [3.206, -2.628, 4.552], [4.476, -2.699, 3.318], [2.942, -2.464, 0.837], [4.338, -1.499, 1.288], [4.703, -0.815, -1.170], [3.552, -0.063, -2.285], [3.309, -1.741, -1.756], [4.717, 1.119, 0.825], [3.264, 2.047, 1.276], [3.813, 2.033, -0.403], [2.847, -0.162, 4.478], [2.793, 0.681, 2.922], [4.665, 2.648, 3.438], [6.035, 2.309, 4.501], [4.388, 2.003, 5.075], [5.758, -1.790, 5.098], [4.883, -0.513, 5.975], [6.588, -0.299, 5.546], [-3.445, 4.423, 0.055], [-3.198, 2.942, 0.003], [-4.233, 2.012, -0.006], [-3.957, 0.654, -0.046], [-2.635, 0.262, -0.080], [-2.177, -1.561, -0.160], [-1.618, 1.136, -0.073], [-1.904, 2.446, -0.030], [-4.509, 4.643, 0.079], [-3.011, 4.922, -0.813], [-2.984, 4.858, 0.943], [-5.262, 2.349, 0.016], [-4.741, -0.088, -0.052], [-1.051, 3.115, -0.021], [0.951, 2.259, -4.668], [0.502, 2.098, -3.216], [1.582, 2.607, -2.268], [-0.022, 0.036, -2.714], [1.320, -1.198, -3.874], [0.978, -1.190, -5.360], [1.302, -2.611, -3.290], [-2.036, -0.161, -3.499], [-2.401, -1.630, -3.714], [-2.189, 0.665, -4.771], [1.155, 3.312, -4.874], [0.195, 1.934, -5.380], [1.873, 1.706, -4.860], [-0.426, 2.650, -3.044], [2.535, 2.107, -2.461], [1.323, 2.447, -1.218], [1.738, 3.679, -2.415], [2.289, -0.729, -3.706], [0.024, -1.678, -5.556], [1.744, -1.755, -5.899], [0.956, -0.189, -5.785], [0.345, -3.101, -3.478], [1.477, -2.618, -2.212], [2.078, -3.220, -3.761], [-2.656, 0.264, -2.707], [-1.865, -2.049, -4.565], [-3.468, -1.711, -3.934], [-2.198, -2.246, -2.841], [-1.557, 0.288, -5.576], [-1.968, 1.720, -4.613], [-3.225, 0.595, -5.112]]
}